A 2-piece molecular cluster, C2H3ClO2S overall. Source: the OMol25 dataset; level of theory: the ωB97M-V functional and the def2-TZVPD basis.

Bonds (Å) are listed after each position.
Cartesian coordinates (Å):
1 S 2.8390 -0.7750 1.2534  Cl2 1.938
2 Cl 2.3032 -2.5414 0.6613  S1 1.938
3 H -1.3658 -0.1803 -1.8539  C7 1.101
4 O 0.1430 0.1162 -0.2908  C5 1.242, C7 1.516
5 C 0.5848 0.7554 0.6785  O4 1.242, O9 1.165
6 H -1.9003 -0.3987 -0.2270  C7 1.071
7 C -1.2688 0.2193 -0.8327  H3 1.101, O4 1.516, H6 1.071, H8 1.090
8 H -1.6123 1.2538 -0.8609  C7 1.090
9 O 0.2773 1.5508 1.4720  C5 1.165

Output
Net charge: 0
Energy relative to the best compared isomer or geometry (same formula, charge and spin), kJ/mol: 241.64
Multiplicity: 1
E_tot, eV: -29572.2099
Orbital gap (spin up / spin down), eV: 6.841 / 6.838
M, g mol⁻¹: 126.6
LUMO (spin up / spin down), eV: -1.306 / -1.308

Which charges does Löwdin predict for the atoms? In e, they are: S 0.007; Cl -0.073; H 0.102; O -0.025; C -0.441; H 0.089; C 0.062; H 0.099; O 0.179


One molecule with the formula C2H3ClO3S. Source: the OMol25 dataset; level of theory: the ωB97M-V functional and the def2-TZVPD basis.

Bonds (Å) are listed after each position.
Cartesian coordinates (Å):
1 H -0.9756 0.4919 0.9548  C5 1.080
2 O 0.3139 1.5138 -0.3664  C5 1.433, S6 1.833
3 O 1.6657 -0.5459 -0.2306  S6 1.553
4 H -0.3276 -0.9981 -1.6894  C7 1.126
5 C -0.7437 0.5854 -0.0958  H1 1.080, O2 1.433, C7 1.540, H10 1.123
6 S 1.6956 0.7760 0.5848  O2 1.833, O3 1.553, O8 1.433
7 C -0.2924 -0.8047 -0.5804  H4 1.126, C5 1.540, Cl9 1.682
8 O 1.1401 0.3737 1.8428  S6 1.433
9 Cl -0.7885 -2.1822 0.2483  C7 1.682
10 H -1.6875 0.7901 -0.6679  C5 1.123

Output
Net charge: 0
Energy relative to the best compared isomer or geometry (same formula, charge and spin), kJ/mol: 140.00
Multiplicity: 1
E_tot, eV: -31620.0082
Orbital gap, eV: 9.580
M, g mol⁻¹: 142.6
LUMO, eV: -0.874

Which charges does Löwdin predict for the atoms? In e, they are: H 0.090; O -0.329; O -0.429; H 0.114; C -0.328; S 0.906; C -0.516; O -0.427; Cl 0.766; H 0.153


A 2-piece molecular cluster, C2H3ClS overall. Source: the OMol25 dataset; level of theory: the ωB97M-V functional and the def2-TZVPD basis.

Bonds (Å) are listed after each position.
Cartesian coordinates (Å):
1 H -1.1537 -1.1464 1.4914  C3 1.081
2 Cl 1.0359 -1.7304 1.1352  C3 1.784
3 C -0.3787 -0.6668 0.9097  H1 1.081, Cl2 1.784, C6 1.331
4 S 0.7230 1.7333 -1.7149  H5 1.414
5 H 1.7527 0.7667 -1.6402  S4 1.414
6 C -0.5506 0.3136 0.0265  C3 1.331, H7 0.999
7 H -1.4285 0.7300 -0.2076  C6 0.999

Output
Net charge: 0
Energy relative to the best compared isomer or geometry (same formula, charge and spin), kJ/mol: 314.63
Multiplicity: 1
E_tot, eV: -25476.3057
Orbital gap (spin up / spin down), eV: 7.832 / 7.805
M, g mol⁻¹: 94.6
LUMO (spin up / spin down), eV: -1.765 / -1.782

Which charges does Löwdin predict for the atoms? In e, they are: H 0.052; Cl 0.533; C -0.600; S 0.376; H -0.221; C -0.107; H -0.034


One molecule with the formula C2H3ClS2. Source: the OMol25 dataset; level of theory: the ωB97M-V functional and the def2-TZVPD basis.

Bonds (Å) are listed after each position.
Cartesian coordinates (Å):
1 S 0.6299 -3.2017 -0.1507  C8 1.557
2 H -0.3581 2.0926 -1.0645  C6 1.072
3 H -0.7569 -1.5382 1.0455  C8 1.152
4 H -0.9982 1.0001 0.0779  C6 1.011
5 Cl 0.8309 2.2413 0.9974  C6 1.852
6 C -0.1388 1.3619 -0.3120  H2 1.072, H4 1.011, Cl5 1.852, S7 1.822
7 S 0.7212 -0.1379 -0.8875  C6 1.822, C8 2.155
8 C 0.0702 -1.8180 0.2940  S1 1.557, H3 1.152, S7 2.155

Output
Net charge: 0
Energy relative to the best compared isomer or geometry (same formula, charge and spin), kJ/mol: 161.40
Multiplicity: 1
E_tot, eV: -36313.4652
Orbital gap, eV: 8.501
M, g mol⁻¹: 126.6
LUMO, eV: -0.775

Which charges does Löwdin predict for the atoms? In e, they are: S 0.672; H 0.021; H 0.046; H -0.037; Cl 0.413; C -0.889; S 0.645; C -0.871